No. 1
Computed, not measured: a structure of composition C3H3HgO3 at a distorted geometry, with wB97M-V/def2-TZVPD.

E_HOMO (spin up / spin down) (eV): -6.72 / -8.50
E (a.u.): -494.91375
Net charge: 0
2S+1: 2
LUMO energy (spin up / spin down) (eV): -1.3 / -1.3

Positions of all 10 atoms, in Å:
H  1.469  0.438  -0.827
H  1.442  -1.387  -0.626
O  0.067  1.162  3.647
C  -0.245  -0.541  -1.630
O  0.018  0.212  1.062
H  -0.072  -0.884  -2.661
C  0.844  -0.467  -0.704
Hg  -1.648  0.659  0.380
C  -0.468  0.761  2.696
O  -1.408  0.046  -1.338

No. 2
Computed, not measured: a structure of composition C3H3HgO3 at a distorted geometry, with wB97M-V/def2-TZVPD.

E_HOMO (spin up / spin down) (eV): -16.89 / -21.65
E (a.u.): -494.33866
Net charge: +2
2S+1: 2
LUMO energy (spin up / spin down) (eV): -12.9 / -12.8

Positions of all 10 atoms, in Å:
H  -1.955  0.395  -1.424
C  -1.266  -0.281  0.631
H  -1.625  0.299  1.487
O  0.070  0.536  -1.092
C  -1.191  0.416  -0.649
H  -1.565  -1.333  0.671
Hg  3.838  0.247  0.275
O  0.506  -0.616  0.742
O  2.178  0.346  -0.410
C  1.011  -0.009  -0.233

No. 3
Computed, not measured: a cluster of 2 separate species, C3H3I2N in total at a distorted geometry, with wB97M-V/def2-TZVPD.

E_HOMO (spin up / spin down) (eV): -8.43 / -8.43
E (a.u.): -766.07134
Net charge: 0
LUMO energy (spin up / spin down) (eV): -0.8 / -0.8

Positions of all 9 atoms, in Å:
I  1.518  -1.686  -0.881
C  -2.244  -0.615  -1.468
N  -1.791  0.389  -1.766
H  1.979  0.642  1.584
I  -2.847  -2.518  -1.050
C  1.145  0.912  1.110
H  1.410  1.699  0.467
C  0.412  -0.147  0.226
H  0.419  1.324  1.778